{
  "formula": "C14H15BrCrN2O6S3Se",
  "method": "ωB97M-V/def2-TZVPD",
  "species": ["Cr", "O", "C", "C", "C", "N", "C", "Br", "C", "H", "H", "H", "H", "O", "C", "C", "C", "C", "C", "C", "C", "C", "N", "H", "H", "H", "H", "H", "H", "H", "H", "H", "H", "H", "S", "C", "S", "S", "O", "Se", "O", "O", "O"],
  "xyz": [[0.32, 0.07, -0.37], [-3.75, 4.80, 0.63], [-3.03, 3.67, 0.48], [-2.87, 3.02, -0.74], [-2.08, 1.89, -0.77], [-1.46, 1.36, 0.30], [-1.69, 1.97, 1.46], [-1.03, 1.19, 3.03], [-2.44, 3.12, 1.60], [-4.09, 5.08, -0.23], [-3.32, 3.38, -1.65], [-1.89, 1.41, -1.71], [-2.56, 3.58, 2.57], [-0.16, -1.60, 0.48], [-0.33, -2.85, -0.11], [-1.82, -3.10, -0.32], [-2.47, -1.84, -0.92], [-1.79, -1.45, -2.20], [-2.20, -2.05, -3.39], [-1.60, -1.71, -4.58], [-0.60, -0.75, -4.57], [-0.22, -0.20, -3.36], [-0.78, -0.55, -2.18], [0.19, -1.69, 2.09], [0.10, -3.63, 0.52], [0.20, -2.91, -1.08], [-2.30, -3.31, 0.64], [-1.98, -3.96, -0.98], [-2.39, -1.04, -0.19], [-3.53, -2.02, -1.14], [-3.00, -2.77, -3.35], [-1.91, -2.18, -5.51], [-0.10, -0.43, -5.47], [0.54, 0.56, -3.30], [3.76, 1.67, -2.83], [2.47, 1.08, -1.99], [1.17, 2.08, -1.36], [2.30, -0.56, -1.48], [2.77, 0.10, 3.51], [2.08, -0.64, 2.26], [0.67, -1.44, 2.92], [1.38, 0.51, 1.25], [2.92, -1.76, 1.48]],
  "fmax_ha_per_bohr": 0.0175,
  "e_homo_ev": [-4.59, -4.55],
  "spin_multiplicity": 4,
  "e_above_lowest_ev": 0.506,
  "lumo_ha": [0.0691, 0.0691],
  "charge": -1
}

{
  "formula": "C14H15BrNO3P",
  "method": "ωB97M-V/def2-TZVPD",
  "species": ["C", "O", "C", "C", "C", "C", "O", "P", "C", "O", "N", "C", "C", "C", "C", "Br", "C", "C", "C", "C", "H", "H", "H", "H", "H", "H", "H", "H", "H", "H", "H", "H", "H", "H", "H"],
  "xyz": [[-2.52, 5.36, -0.25], [-1.15, 5.31, -0.58], [-0.52, 4.11, -0.53], [0.85, 4.13, -0.83], [1.59, 2.97, -0.80], [0.98, 1.77, -0.48], [1.75, 0.62, -0.49], [1.48, -0.60, 0.52], [3.12, -1.41, 0.48], [0.96, -0.24, 1.83], [0.45, -1.57, -0.42], [-0.10, -2.78, -0.05], [-0.70, -3.60, -1.00], [-1.27, -4.81, -0.64], [-1.22, -5.20, 0.69], [-2.00, -6.87, 1.19], [-0.63, -4.41, 1.65], [-0.06, -3.20, 1.28], [-0.37, 1.73, -0.18], [-1.12, 2.90, -0.20], [-2.80, 6.41, -0.34], [-2.70, 5.03, 0.77], [-3.12, 4.77, -0.95], [1.30, 5.07, -1.08], [2.64, 2.98, -1.03], [3.80, -0.82, 1.10], [3.03, -2.40, 0.91], [3.50, -1.47, -0.53], [0.51, -1.42, -1.42], [-0.73, -3.28, -2.03], [-1.74, -5.43, -1.38], [-0.60, -4.73, 2.68], [0.40, -2.57, 2.02], [-0.84, 0.79, 0.08], [-2.17, 2.85, 0.04]],
  "fmax_ha_per_bohr": 0.0233,
  "e_homo_ev": -8.34,
  "smiles": "COc1ccc(O[P@@](C)(=O)Nc2ccc(Br)cc2)cc1",
  "e_above_lowest_ev": 0.000,
  "lumo_ha": 0.0226
}

{
  "formula": "C14H15CdN4O4PS",
  "method": "ωB97M-V/def2-TZVPD",
  "species": ["N", "C", "C", "C", "P", "O", "O", "O", "N", "C", "O", "C", "C", "N", "C", "C", "C", "S", "C", "C", "C", "C", "N", "C", "H", "H", "H", "H", "H", "H", "H", "H", "H", "H", "H", "H", "H", "H", "H", "Cd"],
  "xyz": [[-1.21, -2.89, -2.69], [-0.78, -1.77, -2.43], [-0.41, -0.45, -1.54], [-1.74, 0.27, -0.91], [-1.93, 2.10, -1.35], [-3.17, 2.61, -0.55], [-0.62, 3.10, -0.88], [-2.37, 2.33, -3.02], [0.11, 0.56, -2.58], [-0.26, 0.10, -3.79], [-0.77, 0.12, -4.94], [0.80, -0.67, -0.51], [2.13, -0.88, -1.45], [3.11, -0.82, -2.17], [0.75, -1.94, 0.45], [-0.67, -2.60, 0.79], [-1.07, -2.59, 2.39], [0.24, -3.38, 3.47], [1.07, 0.68, 0.37], [2.18, 1.76, -0.05], [2.24, 2.96, 0.99], [1.34, 3.13, 2.25], [0.36, 2.13, 2.58], [0.26, 1.03, 1.67], [-1.87, 0.05, 0.23], [-2.64, -0.27, -1.42], [-0.78, 3.44, 0.05], [-1.74, 3.03, -3.34], [1.43, -2.77, 0.00], [1.27, -1.65, 1.45], [-0.58, -3.74, 0.54], [-1.58, -2.23, 0.20], [-1.99, -3.29, 2.46], [-1.42, -1.56, 2.75], [1.36, -3.54, 2.63], [2.83, 1.67, -0.99], [3.04, 3.79, 0.79], [1.48, 4.08, 2.91], [-0.57, 0.25, 1.94], [2.18, -2.17, 3.70]],
  "fmax_ha_per_bohr": 0.1780,
  "e_homo_ev": -14.74,
  "lumo_ha": -0.4459,
  "charge": 2
}

{
  "formula": "C14H15F3N2O9PS2",
  "method": "ωB97M-V/def2-TZVPD",
  "species": ["C", "C", "O", "C", "C", "C", "O", "O", "C", "O", "C", "S", "O", "O", "C", "F", "F", "F", "N", "O", "C", "P", "O", "O", "S", "H", "H", "H", "H", "H", "H", "H", "H", "H", "H", "N", "C", "C", "C", "C", "C", "H", "H", "H", "H", "H"],
  "xyz": [[-1.41, 1.12, -2.41], [-1.85, -0.41, -2.57], [-0.76, -1.32, -2.96], [0.31, -1.16, -2.03], [1.54, -0.37, -2.59], [1.67, 0.20, -4.07], [2.13, -0.59, -4.94], [1.35, 1.52, -4.46], [2.71, -0.15, -1.56], [3.84, 0.56, -2.03], [2.58, -0.71, -0.12], [3.86, -0.46, 1.19], [4.37, -1.78, 1.70], [3.19, 0.22, 2.38], [5.28, 0.64, 0.70], [6.06, 0.84, 1.87], [4.86, 1.96, 0.32], [6.15, 0.08, -0.27], [1.40, -1.47, 0.29], [1.35, -1.93, 1.56], [0.26, -1.74, -0.56], [-1.26, -2.73, 0.05], [-0.85, -3.86, 1.29], [-2.44, -1.70, 0.74], [-2.06, -3.82, -1.38], [-0.90, 1.56, -3.35], [-0.73, 1.33, -1.49], [-2.34, 1.79, -2.24], [-2.33, -0.73, -1.58], [-2.69, -0.43, -3.36], [2.18, 1.89, -4.87], [4.54, -0.04, -2.37], [0.72, -1.39, 2.10], [-0.05, -4.36, 0.96], [-3.30, -2.13, 0.49], [-2.83, 1.31, 1.80], [-4.14, 1.25, 2.10], [-4.68, 1.65, 3.31], [-3.81, 2.12, 4.29], [-2.45, 2.19, 4.01], [-2.02, 1.77, 2.77], [-4.77, 0.87, 1.30], [-5.74, 1.58, 3.49], [-4.19, 2.44, 5.25], [-1.75, 2.55, 4.75], [-0.96, 1.81, 2.50]],
  "fmax_ha_per_bohr": 0.1719,
  "e_homo_ev": -12.04,
  "lumo_ha": -0.2305,
  "charge": 1
}

{
  "formula": "C14H15IrN9O2S2SbSe5",
  "method": "ωB97M-V/def2-TZVPD",
  "species": ["Ir", "Se", "Sb", "Se", "Se", "Se", "N", "C", "C", "C", "C", "C", "C", "S", "O", "O", "N", "C", "N", "C", "C", "C", "N", "H", "H", "H", "H", "H", "H", "H", "H", "H", "C", "C", "N", "N", "C", "S", "N", "N", "H", "H", "H", "H", "H", "H", "Se", "C", "N"],
  "xyz": [[-0.88, 0.15, -1.60], [-1.06, -2.91, -4.73], [-1.92, -1.75, -6.70], [-1.57, 1.25, -3.69], [-2.59, -0.73, -3.20], [-4.28, -1.98, -6.70], [3.98, 0.26, 4.01], [2.87, -0.26, 3.35], [2.88, -1.57, 2.88], [1.77, -2.10, 2.25], [0.64, -1.32, 2.08], [0.62, -0.01, 2.55], [1.72, 0.51, 3.19], [-0.71, -1.96, 1.14], [-0.72, -3.38, 1.30], [-1.89, -1.20, 1.49], [-0.41, -1.52, -0.37], [0.59, -1.94, -1.18], [1.46, -2.92, -1.00], [2.32, -3.08, -2.00], [2.34, -2.31, -3.15], [1.40, -1.29, -3.25], [0.56, -1.11, -2.26], [4.86, -0.18, 3.78], [4.05, 1.27, 3.99], [3.77, -2.18, 3.01], [1.78, -3.11, 1.86], [-0.26, 0.60, 2.41], [1.70, 1.53, 3.55], [3.04, -3.88, -1.87], [3.03, -2.50, -3.96], [1.33, -0.61, -4.09], [-3.12, 1.47, 2.49], [-2.49, 2.48, 1.60], [-2.15, 3.66, 1.98], [-1.73, 4.28, 0.85], [-1.85, 3.55, -0.28], [-1.64, 4.05, -1.83], [-2.28, 2.34, 0.23], [-2.46, 1.16, -0.53], [-3.36, 1.98, 3.43], [-2.48, 0.62, 2.69], [-4.05, 1.09, 2.05], [-1.47, 5.25, 0.85], [-2.73, 0.42, 0.13], [-3.23, 1.31, -1.19], [0.95, 1.49, -0.53], [1.62, 2.29, -2.05], [2.03, 2.80, -3.00]],
  "fmax_ha_per_bohr": 0.0061,
  "e_homo_ev": [-4.46, -4.79],
  "spin_multiplicity": 2,
  "e_above_lowest_ev": 0.904,
  "lumo_ha": [0.0607, 0.0295],
  "charge": -1
}

{
  "formula": "C14H15LuNSe",
  "method": "ωB97M-V/def2-TZVPD",
  "species": ["C", "C", "C", "C", "C", "Lu", "C", "C", "C", "N", "H", "H", "H", "H", "H", "H", "H", "H", "H", "H", "Se", "C", "C", "C", "C", "C", "C", "H", "H", "H", "H", "H"],
  "xyz": [[-3.23, 1.09, -0.97], [-3.01, 0.06, -1.95], [-2.00, 0.53, -2.87], [-1.60, 1.85, -2.45], [-2.35, 2.19, -1.27], [-0.81, 0.30, -0.81], [-0.73, -1.96, -0.03], [-1.47, -1.07, 1.02], [-2.74, -1.38, 1.59], [-1.29, 0.25, 1.27], [-1.59, -0.05, -3.71], [-3.53, -0.89, -1.99], [-0.81, 2.46, -2.89], [-2.30, 3.12, -0.71], [-3.93, 1.05, -0.15], [-1.22, -2.48, -0.87], [-1.26, 1.03, 1.93], [0.25, -2.35, 0.20], [-3.15, -2.33, 1.60], [-3.24, -0.53, 2.08], [1.73, 0.36, -1.83], [2.57, 0.05, -0.20], [3.34, -1.11, 0.02], [4.18, -1.22, 1.14], [4.20, -0.18, 2.09], [3.36, 0.94, 1.94], [2.52, 1.02, 0.84], [3.29, -1.92, -0.71], [4.80, -2.12, 1.29], [4.86, -0.26, 2.97], [3.35, 1.73, 2.69], [1.81, 1.85, 0.73]],
  "fmax_ha_per_bohr": 0.1254,
  "e_homo_ev": -2.96,
  "lumo_ha": 0.1137,
  "charge": -1
}

{
  "formula": "C14H15N",
  "method": "ωB97M-V/def2-TZVPD",
  "species": ["C", "C", "C", "C", "C", "C", "C", "C", "C", "C", "C", "C", "N", "C", "C", "H", "H", "H", "H", "H", "H", "H", "H", "H", "H", "H", "H", "H", "H", "H"],
  "xyz": [[-1.55, -0.90, 1.84], [-0.29, -1.50, 1.22], [-0.54, -2.67, 0.22], [-0.86, -2.52, -1.05], [-0.81, -1.16, -1.69], [-0.28, -0.12, -1.05], [-0.16, 1.27, -1.12], [-0.50, 2.09, -2.20], [-0.36, 3.50, -2.06], [0.23, 4.01, -0.91], [0.58, 3.18, 0.14], [0.38, 1.81, 0.06], [0.83, 0.82, 0.98], [0.56, -0.51, 0.40], [1.97, -1.28, 0.11], [-2.42, -1.58, 1.93], [-1.72, -0.13, 1.09], [-1.48, -0.44, 2.80], [0.43, -1.94, 1.97], [-0.42, -3.72, 0.54], [-1.12, -3.41, -1.62], [-1.52, -1.08, -2.55], [-0.96, 1.71, -3.06], [-0.67, 3.95, -2.97], [0.45, 5.01, -0.67], [0.98, 3.56, 0.99], [0.58, 0.91, 1.92], [2.28, -1.56, 1.14], [2.69, -0.60, -0.46], [1.91, -2.16, -0.43]],
  "fmax_ha_per_bohr": 0.0971,
  "e_homo_ev": -7.51,
  "smiles": "C[C@H]1C=CC=C2c3ccccc3N[C@]21C",
  "e_above_lowest_ev": 1.584,
  "lumo_ha": 0.0130
}

For reference, total energy by record: -8318.0334; -3738.4138; -1968.6694; -2765.9164; -14334.0805; -4234.1631; -597.1534 hartree.